Computed, not measured: 2 unconnected molecules or ions with the total composition C3H7N3, with ωB97M-V/def2-TZVPD.

Each atom is followed by the atoms it is bonded to, with distances in Å.
Cartesian coordinates (Å):
1 C -0.3976 0.1182 -0.3242  C3 1.253, N4 1.261
2 C -2.8017 -0.0173 0.3829  N4 1.258, N6 1.279, H8 1.142
3 C 0.8538 0.1695 -0.3427  C1 1.253, H9 1.111
4 N -1.6310 0.0618 -0.0701  C1 1.261, C2 1.258
5 N 3.6046 0.5214 0.1302  H7 1.010, H10 1.022, H11 1.043
6 N -3.8373 0.7047 0.1801  C2 1.279, H12 1.072, H13 0.991
7 H 4.3991 1.1056 -0.0870  N5 1.010
8 H -3.0197 -0.8288 1.1565  C2 1.142
9 H 1.9622 0.1561 -0.4122  C3 1.111
10 H 3.5915 -0.4216 -0.2635  N5 1.022
11 H 3.4642 0.5529 1.1634  N5 1.043
12 H -4.7257 0.6136 0.7724  N6 1.072
13 H -3.8615 1.3883 -0.5372  N6 0.991

frontier orbital gap (alpha / beta): 4.5993 / 7.1935 eV
total charge: +2


Computed, not measured: 2 unconnected molecules or ions with the total composition C3H7N3, with ωB97M-V/def2-TZVPD.

Each atom is followed by the atoms it is bonded to, with distances in Å.
Cartesian coordinates (Å):
1 C 0.6060 0.0690 -2.4393  N5 1.145, H7 1.080
2 C -0.3810 1.9670 1.7783  N4 1.254, H8 1.142, H9 1.108
3 C 0.2380 -1.2602 0.4886  N6 1.417, H10 1.129, H11 1.178, H12 1.095
4 N 0.0225 1.0077 1.0781  C2 1.254, N6 1.199
5 N 0.0969 -0.4614 -3.3177  C1 1.145, H13 1.069
6 N 0.4744 0.1340 0.3923  C3 1.417, N4 1.199
7 H 1.3151 0.4596 -1.7238  C1 1.080
8 H -1.3779 2.4361 1.4759  C2 1.142
9 H 0.1962 2.2988 2.6645  C2 1.108
10 H -0.5807 -1.4425 1.2437  C3 1.129
11 H 1.2526 -1.8024 0.7424  C3 1.178
12 H -0.3302 -1.6303 -0.3716  C3 1.095
13 H -0.1469 -0.7663 -4.3126  N5 1.069

frontier orbital gap: 10.1386 eV
total charge: +2


Computed, not measured: a single C3H7N3O molecule, with ωB97M-V/def2-TZVPD.

Each atom is followed by the atoms it is bonded to, with distances in Å.
Cartesian coordinates (Å):
1 C 1.3876 1.2212 -0.4318  N2 1.441, H8 1.093, H9 1.096, H10 1.101
2 N 1.3366 -0.1821 -0.1097  C1 1.441, C3 1.275
3 C 0.2562 -0.8194 0.1171  N2 1.275, N4 1.369, C5 1.541
4 N 0.2882 -2.1712 0.3331  C3 1.369, H11 1.011, H12 1.009
5 C -1.2022 -0.3361 0.2359  C3 1.541, N6 1.359, O7 1.222
6 N -1.5203 0.9527 -0.0560  C5 1.359, H13 1.010, H14 1.009
7 O -2.0517 -1.1006 0.6678  C5 1.222
8 H 2.4151 1.5626 -0.2854  C1 1.093
9 H 0.7346 1.8474 0.1874  C1 1.096
10 H 1.1476 1.3795 -1.4943  C1 1.101
11 H -0.5167 -2.5501 0.8125  N4 1.011
12 H 1.1984 -2.5388 0.5648  N4 1.009
13 H -0.9880 1.5523 -0.6710  N6 1.010
14 H -2.4853 1.1825 0.1296  N6 1.009

frontier orbital gap: 9.9670 eV
SMILES: C/N=C(/N)C(N)=O


Computed, not measured: a single C3H7N3O molecule, with ωB97M-V/def2-TZVPD.

Each atom is followed by the atoms it is bonded to, with distances in Å.
Cartesian coordinates (Å):
1 C -0.9868 -1.7413 -0.5276  N2 1.462, H8 1.097, H9 1.100, H10 1.093
2 N 0.2067 -1.1963 0.1165  C1 1.462, C3 1.392, H11 1.011
3 C 0.2957 0.1913 0.1756  N2 1.392, O4 1.454, N5 1.493, C6 1.674, N7 1.510
4 O -0.7290 1.0275 -0.4284  C3 1.454, C6 1.452
5 N 0.2534 1.0339 1.4076  C3 1.493, C6 1.487, H12 1.025
6 C 0.2921 1.8649 0.1754  C3 1.674, O4 1.452, N5 1.487, N7 1.479, H13 1.088
7 N 1.3996 1.0585 -0.3811  C3 1.510, C6 1.479, H14 1.026
8 H -0.9732 -1.4902 -1.5949  C1 1.097
9 H -1.9317 -1.3798 -0.0949  C1 1.100
10 H -0.9356 -2.8290 -0.4330  C1 1.093
11 H 0.3653 -1.5825 1.0375  N2 1.011
12 H 1.1938 1.0430 1.8157  N5 1.025
13 H 0.2090 2.9491 0.1368  C6 1.088
14 H 1.3407 1.0509 -1.4052  N7 1.026

frontier orbital gap: 10.5376 eV


Computed, not measured: a single C3H7N3O molecule, with ωB97M-V/def2-TZVPD.

Each atom is followed by the atoms it is bonded to, with distances in Å.
Cartesian coordinates (Å):
1 C -1.1260 0.4234 1.7200  N2 1.445, H8 1.100, H9 1.103, H10 1.098
2 N -0.7411 -0.1248 0.4398  C1 1.445, C3 1.276
3 C 0.1979 0.2791 -0.3240  N2 1.276, N4 1.355, C5 1.543
4 N 0.9702 1.3921 -0.3057  C3 1.355, H11 1.012, H12 1.004
5 C 0.6971 -0.7078 -1.4002  C3 1.543, N6 1.343, O7 1.222
6 N 0.1227 -1.9124 -1.2479  C5 1.343, H13 1.012, H14 1.006
7 O 1.5749 -0.4065 -2.1944  C5 1.222
8 H -1.3217 1.5040 1.7836  C1 1.100
9 H -0.3338 0.1963 2.4538  C1 1.103
10 H -2.0371 -0.0851 2.0617  C1 1.098
11 H 1.6196 1.4892 -1.0754  N4 1.012
12 H 0.7225 2.2016 0.2335  N4 1.004
13 H -0.5872 -1.9588 -0.5281  N6 1.012
14 H 0.3786 -2.7143 -1.7994  N6 1.006

frontier orbital gap: 10.0363 eV
SMILES: C/N=C(\N)C(N)=O


Computed, not measured: a single C3H7N3O molecule, with ωB97M-V/def2-TZVPD.

Each atom is followed by the atoms it is bonded to, with distances in Å.
Cartesian coordinates (Å):
1 C -1.4937 -0.9029 -0.6420  N2 1.342, H8 1.088, H9 1.096
2 N -0.6059 -0.0794 -1.2197  C1 1.342, C3 1.321
3 C 0.5716 0.1927 -0.6868  N2 1.321, N4 1.407, C5 1.425
4 N 1.5797 0.7577 -1.4886  C3 1.407, H10 1.015, H11 1.013
5 C 0.8403 0.2223 0.7120  C3 1.425, N6 1.512, O7 1.224
6 N -0.3702 -0.0992 1.5591  C5 1.512, H12 1.139, H13 1.020, H14 1.025
7 O 1.7727 0.7635 1.2919  C5 1.224
8 H -2.4573 -0.9855 -1.1408  C1 1.088
9 H -1.1456 -1.8361 -0.1843  C1 1.096
10 H 2.0868 1.4897 -1.0014  N4 1.015
11 H 1.1814 1.0869 -2.3604  N4 1.013
12 H -1.2505 -0.2398 0.8507  N6 1.139
13 H -0.2892 -0.9995 2.0320  N6 1.020
14 H -0.4202 0.6295 2.2782  N6 1.025

frontier orbital gap (alpha / beta): 7.2479 / 7.2492 eV
SMILES: C=N/C(N)=C(\[NH3+])[O-]


Computed, not measured: 2 unconnected molecules or ions with the total composition C3H7N3O, with ωB97M-V/def2-TZVPD.

Each atom is followed by the atoms it is bonded to, with distances in Å.
Cartesian coordinates (Å):
1 C -0.0123 1.2602 -1.2197  N2 1.473, H5 1.091, H6 1.092, H7 1.092
2 N 0.9179 0.6267 -0.2698  C1 1.473, C3 1.396, H8 1.023
3 C 1.5497 -0.5724 -0.6053  N2 1.396, N4 1.170
4 N 2.1976 -1.2702 -1.2850  C3 1.170
5 H 0.5044 1.7518 -2.0451  C1 1.091
6 H -0.6259 1.9822 -0.6772  C1 1.092
7 H -0.6690 0.4962 -1.6408  C1 1.092
8 H 1.5146 1.3059 0.2096  N2 1.023
9 N -1.5634 -0.7402 1.0382  C10 1.366, H12 1.008, H13 1.011
10 C -0.2824 -0.8562 1.4973  N9 1.366, O11 1.209, H14 1.283
11 O 0.0014 -1.0568 2.6557  C10 1.209
12 H -1.7424 -0.6151 0.0541  N9 1.008
13 H -2.3013 -0.9871 1.6836  N9 1.011
14 H 0.5112 -1.3250 0.6044  C10 1.283

frontier orbital gap: 10.0964 eV
SMILES: CNC#N.NC=O


Computed, not measured: a single C3H7N3O molecule, with ωB97M-V/def2-TZVPD.

Each atom is followed by the atoms it is bonded to, with distances in Å.
Cartesian coordinates (Å):
1 C 1.4982 1.5093 1.0074  C2 1.337, H8 1.086, H9 1.086
2 C 0.6359 1.1679 0.0441  C1 1.337, C3 1.722, H10 1.090
3 C -0.8220 0.2851 0.2909  C2 1.722, N4 1.410, H11 1.089, H12 1.094
4 N -0.6007 -1.1072 0.3050  C3 1.410, N5 1.400, N6 1.669
5 N -1.5190 -1.8130 -0.4810  N4 1.400, H13 1.020, H14 1.015
6 N 0.9232 -1.0835 -0.3753  N4 1.669, O7 1.194
7 O 0.9553 -0.9861 -1.5650  N6 1.194
8 H 1.7529 0.8202 1.8067  C1 1.086
9 H 2.1122 2.4003 0.9184  C1 1.086
10 H 0.5233 1.8335 -0.8114  C2 1.090
11 H -1.1596 0.6166 1.2723  C3 1.089
12 H -1.4347 0.6878 -0.5217  C3 1.094
13 H -1.5432 -1.5234 -1.4585  N5 1.020
14 H -1.3220 -2.8076 -0.4317  N5 1.015

frontier orbital gap: 8.4488 eV
SMILES: C=CCN(N)N=O


Computed, not measured: a single C3H7N3O molecule, with ωB97M-V/def2-TZVPD.

Each atom is followed by the atoms it is bonded to, with distances in Å.
Cartesian coordinates (Å):
1 H 1.0130 -1.2456 1.2877  N2 1.014
2 N 0.7188 -0.5336 1.9475  H1 1.014, N3 1.247
3 N 0.5307 0.5698 1.3989  N2 1.247, N4 1.313
4 N 0.4385 0.7995 0.1090  N3 1.313, C5 1.368, O6 1.418
5 C 0.2725 2.0042 -0.5177  N4 1.368, H9 1.138, H10 1.078, H11 1.104
6 O 0.7882 -0.3125 -0.6985  N4 1.418, C7 1.375
7 C 0.0978 -1.4705 -0.4295  O6 1.375, C8 1.316, H12 0.969
8 C -1.2083 -1.5616 -0.3003  C7 1.316, H13 1.063, H14 1.073
9 H 0.3879 2.7667 0.3193  C5 1.138
10 H 0.7423 2.0261 -1.4877  C5 1.078
11 H -0.7798 2.2582 -0.7367  C5 1.104
12 H 0.7497 -2.1838 -0.5001  C7 0.969
13 H -1.8755 -2.3850 -0.2221  C8 1.063
14 H -1.8757 -0.7317 -0.1696  C8 1.073

frontier orbital gap: 9.9157 eV
SMILES: [H]/N=N\N(C)OC=C


Computed, not measured: a single C3H7N3O molecule, with ωB97M-V/def2-TZVPD.

Each atom is followed by the atoms it is bonded to, with distances in Å.
Cartesian coordinates (Å):
1 H 0.1015 3.6979 1.7842  N2 1.013
2 N 0.5379 2.7931 1.6499  H1 1.013, C3 1.268
3 C -0.1410 2.1082 0.8270  N2 1.268, N4 1.368, H9 1.093
4 N 0.2727 0.8434 0.5092  C3 1.368, C5 1.378, H10 1.012
5 C -0.4032 0.0570 -0.3980  N4 1.378, O6 1.217, N7 1.337
6 O -1.3360 0.4106 -1.0948  C5 1.217
7 N 0.1266 -1.1697 -0.4344  C5 1.337, C8 1.453, H11 1.007
8 C -0.3701 -2.2942 -1.2093  N7 1.453, H12 1.085, H13 1.125, H14 1.198
9 H -1.0625 2.3758 0.3031  C3 1.093
10 H 1.1100 0.5009 0.9617  N4 1.012
11 H 0.7581 -1.5218 0.2667  N7 1.007
12 H -0.9724 -2.0515 -2.0784  C8 1.085
13 H -1.1079 -2.7931 -0.5228  C8 1.125
14 H 0.7601 -2.0444 -1.5165  C8 1.198

frontier orbital gap: 10.0189 eV
SMILES: [H]/N=C/NC(=O)NC


Computed, not measured: a single C3H7N3O molecule, with ωB97M-V/def2-TZVPD.

Each atom is followed by the atoms it is bonded to, with distances in Å.
Cartesian coordinates (Å):
1 H 1.8303 0.5462 1.9251  N2 1.032
2 N 2.3925 0.0483 1.2172  H1 1.032, N3 1.234
3 N 1.7398 -0.4119 0.2771  N2 1.234, C4 1.521
4 C 0.2900 -0.0912 -0.0507  N3 1.521, C5 1.505, C6 1.508, N7 1.443
5 C -0.5164 0.7240 0.9243  C4 1.505, H9 1.094, H10 1.094, H11 1.094
6 C -0.3175 -1.3524 -0.6111  C4 1.508, N7 1.569, H12 1.082, H13 1.082
7 N 0.0099 -0.0776 -1.4660  C4 1.443, C6 1.569, O8 1.438
8 O -1.1754 0.6753 -1.7749  N7 1.438, H14 0.973
9 H -1.4784 1.0739 0.5397  C5 1.094
10 H -0.7413 0.1201 1.8079  C5 1.094
11 H 0.0323 1.6241 1.2170  C5 1.094
12 H -1.3576 -1.5693 -0.4057  C6 1.082
13 H 0.3107 -2.1891 -0.8865  C6 1.082
14 H -1.0189 0.8796 -2.7133  O8 0.973

frontier orbital gap: 9.7620 eV
SMILES: [H]/N=N\[C@]1(C)CN1O


Computed, not measured: a single C3H7N3O molecule, with ωB97M-V/def2-TZVPD.

Each atom is followed by the atoms it is bonded to, with distances in Å.
Cartesian coordinates (Å):
1 C 1.2148 0.4059 -1.3486  N2 1.395, H8 1.103, H9 1.087, H10 1.223
2 N 0.6459 0.6522 -0.0992  C1 1.395, N3 1.373, C4 1.363
3 N 1.2132 1.5354 0.7856  N2 1.373, H11 0.994, H12 1.153
4 C -0.2911 -0.2611 0.2831  N2 1.363, N5 1.414, H13 1.240
5 N -1.0782 -1.2059 -0.4155  C4 1.414, C6 1.461
6 C -2.1767 -1.7460 0.3822  N5 1.461, O7 1.277, H14 1.084
7 O -3.1106 -2.4610 -0.1154  C6 1.277
8 H 1.0946 1.2197 -2.0835  C1 1.103
9 H 0.6401 -0.4814 -1.6007  C1 1.087
10 H 2.3457 0.2182 -0.9226  C1 1.223
11 H 0.4289 2.1429 0.8402  N3 0.994
12 H 1.9444 1.0909 1.5578  N3 1.153
13 H -0.5093 0.3915 1.3147  C4 1.240
14 H -2.3618 -1.5012 1.4221  C6 1.084

frontier orbital gap: 9.3754 eV
SMILES: CN(N)/C=N/C=O


Relative energy (zero: lowest compared OMol25 entry of this formula, charge and spin) list, top to bottom, in kJ/mol: 543.68, 422.57, 50.32, 394.30, 25.38, 313.62, 295.19, 644.63, 644.85, 275.79, 516.45, 531.14
Maximum force list, top to bottom, in hartree/bohr: 0.100, 0.070, 0.011, 0.015, 0.008, 0.010, 0.094, 0.071, 0.110, 0.092, 0.045, 0.096